1.
A single C4H10N2OS molecule, computed with ωB97M-V with the def2-TZVPD basis set.

## Properties
- gap between HOMO and LUMO (hartree) = 0.3503
- M (g/mol) = 134.20
- SMILES = CN/N=C/OCSC

Positions of all 18 atoms, in Å:
1 C 1.2440 1.0238 -0.8904
2 H 2.1299 -1.9990 2.0466
3 H -3.0803 -1.0024 -0.4360
4 H -0.9881 1.8750 0.2108
5 H -1.2491 3.0681 -1.0084
6 H 0.8648 -0.9518 2.2966
7 H 0.8605 -2.4200 1.1503
8 H -1.5778 -1.3399 -0.6632
9 C -2.2407 -0.5005 -0.2649
10 C -0.9587 2.0314 -0.8431
11 H 2.3602 -1.2867 -0.1550
12 H 2.2334 0.9088 -1.5372
13 N 2.0034 -0.5848 0.5948
14 H -1.9129 -0.4724 0.8471
15 C 1.4111 -1.5284 1.5600
16 N 1.0259 0.2747 0.0279
17 O 0.2158 1.9403 -1.4885
18 S -2.3414 0.9636 -1.4474


2.
A gas-phase ion, C2H3N4O (charge -1), computed with ωB97M-V with the def2-TZVPD basis set.

## Properties
- gap between HOMO and LUMO (spin up / spin down) (hartree) = 0.2091 / 0.2095
- M (g/mol) = 99.07
- charge = -1

Positions of all 10 atoms, in Å:
1 N 0.9015 1.1429 3.6884
2 C 0.8827 1.5799 1.4736
3 N 0.0923 -0.4239 2.4134
4 H -0.3330 0.8066 -0.3556
5 H -0.8505 -0.7013 0.0447
6 O 0.9892 2.4186 0.5304
7 C -0.0051 -0.0828 -0.0011
8 H 0.8678 -0.5195 -0.3326
9 N 0.2758 0.2899 1.3837
10 N 1.1299 1.8999 2.7599


3.
A molecular structure, C26H29NOP2ReSe, computed with ωB97M-V with the def2-TZVPD basis set.

## Properties
- gap between HOMO and LUMO (spin up / spin down) (hartree) = 0.2236 / 0.1939
- M (g/mol) = 698.64
- spin multiplicity = 4
- charge = +2

Positions of all 61 atoms, in Å:
1 C 2.8608 1.3131 -1.4880
2 P -1.6849 0.3354 -1.8711
3 H -1.9272 2.8601 5.8792
4 H -2.2375 2.6537 -2.0130
5 C 0.6033 -3.2416 -0.4550
6 C -0.6137 -2.1648 -2.3052
7 C -2.3321 2.3943 4.9807
8 C 0.2905 -2.0822 -1.2034
9 Se -1.5361 2.4630 0.8297
10 C 0.0008 -4.4576 -0.7794
11 C 2.2520 -0.9569 -0.4098
12 H 4.3274 -3.2151 1.1014
13 C 3.9984 -2.2842 0.6308
14 H -3.2353 -1.2626 -0.9032
15 H 6.0209 -1.5163 0.3908
16 N 0.9282 -0.8583 -0.8675
17 C -1.9161 1.9072 -2.7585
18 H 2.4545 1.2506 -2.5140
19 Re -0.2445 0.7040 -0.2286
20 H -2.6757 1.8063 -3.5456
21 H 2.3413 -4.1802 0.2792
22 C -1.6269 2.4487 3.7739
23 H 5.3014 0.5035 -0.8594
24 C 1.1456 3.6816 -1.0772
25 H -1.8998 -3.4601 -3.4045
26 H -5.0776 0.6610 3.9377
27 H -0.3320 -0.4557 -3.7401
28 H -1.9445 -1.2188 -3.7271
29 C -3.5856 1.7668 5.0383
30 C -2.2173 1.9402 2.6095
31 H 3.2656 3.0107 1.0833
32 C 2.6505 -2.1028 0.3281
33 H -0.9521 2.2264 -3.1853
34 H 2.8047 1.3415 1.5733
35 C 1.7346 -3.2849 0.5475
36 C -0.9862 -0.6140 0.9411
37 H 1.6883 2.7036 1.9185
38 C -3.3386 -0.2822 -1.3951
39 C -3.3981 1.1958 2.6867
40 H 1.4857 -3.5648 1.5789
41 H 2.0586 4.2725 -1.2022
42 C -0.8869 -4.5324 -1.8395
43 C 4.9558 -1.3630 0.2109
44 H -3.7572 0.4337 -0.6727
45 H -3.7698 0.6833 1.8004
46 C 2.4289 2.3097 1.2083
47 C -1.0852 -0.9440 -3.0934
48 C -1.1601 -3.4067 -2.6102
49 H 0.6374 3.5336 -2.0395
50 C -4.1076 1.1558 3.8910
51 H 0.4559 4.1643 -0.3713
52 H -4.1536 1.7538 5.9741
53 H -4.0080 -0.3718 -2.2645
54 C 3.2273 0.0024 -0.8146
55 H -1.3471 -5.4807 -2.0997
56 H 0.3014 -5.3667 -0.2406
57 P 1.5784 2.0887 -0.3733
58 C 4.5682 -0.2451 -0.5298
59 H -0.6386 2.9052 3.7231
60 H 3.7077 2.0177 -1.5169
61 O -1.3980 -1.5747 1.4831


4.
A molecular structure, C47H45KN3O5P, computed with ωB97M-V with the def2-TZVPD basis set.

## Properties
- gap between HOMO and LUMO (hartree) = 0.2094
- M (g/mol) = 801.97
- charge = -2

Positions of all 102 atoms, in Å:
1 H 2.9879 3.4837 -0.0984
2 C 0.5404 -0.7220 5.8004
3 H 4.1870 -0.8304 -1.3307
4 H 2.7392 3.9791 2.3192
5 H -4.2592 0.1284 -6.1019
6 H 2.1772 2.1392 3.8887
7 H -5.2768 -2.9800 2.8070
8 H -2.2280 -1.2606 -5.5930
9 C 3.5951 -3.5616 0.3942
10 H -3.8193 3.1614 -6.2311
11 C 0.9204 -1.6872 -2.1035
12 C 1.6412 -2.6041 4.0638
13 C 2.6426 1.3827 0.1385
14 O -1.3825 2.3520 -7.4202
15 O -0.6201 0.6105 1.3630
16 C 3.3305 -1.0777 -1.9539
17 H -0.7107 0.9864 5.9526
18 H 6.2731 -2.2393 2.8209
19 C 2.4435 -1.9752 5.0049
20 N -0.4933 2.4369 -5.3509
21 H 6.4773 -4.5289 1.8969
22 H 1.8863 -0.1430 3.0572
23 C -4.1513 -1.6282 1.5686
24 C -1.3761 1.9565 -6.2624
25 C 2.8131 -0.2916 6.8197
26 C -3.2808 3.0724 -1.1224
27 C 4.6669 -4.3672 0.7415
28 C -0.5102 2.1888 -3.9495
29 H 3.5058 -2.1877 5.0385
30 H 2.4808 -1.5519 -5.1856
31 H 0.1865 3.1139 -5.6613
32 H -4.0160 2.3674 2.1110
33 C -4.4237 -2.3142 2.7442
34 C 1.9022 -1.0235 5.8655
35 C -2.2939 0.8654 -5.7493
36 H -0.3333 -2.8064 3.2537
37 C 2.0768 -1.3384 -1.3712
38 C -0.2767 -1.4154 4.8921
39 C -4.4013 2.2750 -5.9679
40 H 2.8798 0.7709 6.5721
41 P 1.9144 -1.3583 0.4590
42 C -2.1985 3.2764 1.4348
43 H -3.5521 0.9978 -7.4755
44 H -1.7410 3.2673 2.4157
45 H -2.5052 -0.9533 -8.0424
46 H -0.6427 -0.5226 -5.6396
47 H -3.7420 -2.7396 4.7418
48 C 2.3533 0.3392 1.0151
49 C 4.4468 -1.8094 1.7821
50 N -1.4738 1.4197 -3.4278
51 H 2.4647 -0.3632 7.8532
52 H -0.7230 -0.0112 7.4215
53 C 3.4638 -2.2646 0.9068
54 H 2.0779 -3.2999 3.3587
55 C 3.4848 -1.1427 -3.3258
56 H -0.9610 -1.7410 -7.7227
57 C -4.0113 2.6495 -0.0205
58 H -3.6724 2.9324 -2.1217
59 H 4.7469 -5.3646 0.3240
60 C 5.6388 -3.8999 1.6210
61 C -1.1298 0.4943 2.5015
62 H -0.4648 4.0799 0.4650
63 C -2.4122 0.8443 -4.2062
64 H -2.8206 -0.2413 0.6014
65 C 2.3523 1.9292 2.8406
66 C -1.5230 -0.8145 -7.5869
67 C -3.6747 1.0028 -6.3916
68 H -1.4162 3.8977 -1.8032
69 C -2.2218 -0.5850 2.6085
70 C 5.5218 -2.6186 2.1367
71 H 4.4453 -0.9340 -3.7850
72 C -2.4811 -1.3118 3.7735
73 C -1.6338 -0.4968 -6.0995
74 H -1.0123 -0.0192 -8.1301
75 C 0.2873 -2.3297 4.0017
76 C -3.4693 2.7497 1.2570
77 O 0.3668 2.7477 -3.2965
78 H -2.0596 -0.8759 5.7605
79 C 2.6506 2.9607 1.9582
80 H 3.8204 -0.7059 6.7717
81 C -3.0520 -0.7840 1.5094
82 C -3.5755 -2.1711 3.8331
83 H -4.7852 -1.7509 0.6989
84 C 2.1950 0.6377 2.3705
85 H -4.9864 2.1979 -0.1617
86 H 4.3719 -0.8113 2.1957
87 C -0.0882 0.3770 6.6140
88 H -4.5732 2.2777 -4.8907
89 O -3.3670 0.2306 -3.7363
90 C 1.1569 -1.7476 -3.4997
91 N -1.6417 -1.1724 4.8993
92 H 2.7292 1.1887 -0.9241
93 H 0.3299 -2.0213 -4.1554
94 C 2.3784 -1.4891 -4.1041
95 H 0.6599 1.0187 7.0759
96 H -5.3706 2.3564 -6.4648
97 C -2.0131 3.6170 -0.9448
98 C -1.4770 3.7176 0.3319
99 C 2.7886 2.6845 0.6063
100 K -0.5978 0.4685 -1.0716
101 O -0.9188 1.1807 3.5182
102 H 2.8422 -3.9272 -0.2961


5.
2 unconnected molecules or ions with the total composition C3H10N2O, computed with ωB97M-V with the def2-TZVPD basis set.

## Properties
- gap between HOMO and LUMO (hartree) = 0.3465
- M (g/mol) = 90.13
- SMILES = C=CN.NCO

Positions of all 16 atoms, in Å:
1 N 1.1641 -0.0220 2.6233
2 H 0.2032 -1.6375 -0.8491
3 C 0.4950 0.8946 1.8085
4 N -0.2091 -0.7754 -1.1721
5 H 0.4724 -0.0302 -1.1358
6 H -2.9169 -1.2405 -1.8813
7 H 2.1621 1.8494 1.0906
8 H 0.5621 2.4421 0.3534
9 C -1.0367 -0.9360 -2.3280
10 H 2.0788 0.2721 2.9388
11 H -0.5344 -1.4261 -3.1740
12 H -1.4196 0.0392 -2.6243
13 O -2.1226 -1.7886 -2.0060
14 H -0.5935 0.8519 1.8885
15 C 1.0861 1.8060 1.0451
16 H 0.6089 -0.2989 3.4224


6.
A gas-phase ion, C9H17N4 (charge +1), computed with ωB97M-V with the def2-TZVPD basis set.

## Properties
- gap between HOMO and LUMO (spin up / spin down) (hartree) = 0.2306 / 0.2305
- M (g/mol) = 181.26
- charge = +1

Positions of all 30 atoms, in Å:
1 N 1.8745 -1.1559 0.0259
2 H -2.4964 -0.4199 1.3175
3 H 2.8251 -1.7034 -1.9837
4 C -3.1973 1.1891 0.0066
5 H 3.8411 -0.6094 0.6709
6 N -1.1177 0.1051 -0.1549
7 N 0.1952 1.9983 0.4497
8 H 0.5861 -2.4105 1.2944
9 H 1.4418 -3.1691 -0.1956
10 H 3.6500 -2.3197 -0.0158
11 C 2.0360 -1.0267 -1.4073
12 H -2.8710 -1.0888 -0.3252
13 H 2.2047 1.7980 0.6073
14 C -2.4820 -0.2659 0.2421
15 C 0.9048 -2.3518 0.2879
16 C -2.1856 3.2386 1.1709
17 C 3.2222 -1.5153 0.6240
18 H 0.1280 -2.0628 -0.3627
19 H -2.8488 3.9831 0.6961
20 H -1.2544 3.7613 1.0266
21 H 0.9450 -1.1118 -1.9080
22 N -2.1420 2.0270 0.4327
23 H -4.1559 1.3394 0.4459
24 H -2.4121 2.9064 2.1170
25 H 2.3145 0.0259 -1.5330
26 H 3.0921 -1.8012 1.6718
27 H -3.3228 1.1931 -1.0731
28 C -0.9294 1.3624 0.2260
29 C 1.2136 1.2450 0.5330
30 C 1.4258 -0.0581 0.7540


Q: Which relative energy (zero: lowest compared OMol25 entry of this formula, charge and spin) values were calculated for the entries above? A: 107.2 86.4 0.0 17.1 40.7 134.2, in kcal per mole.